# C50H109F9N9O14P3

A 11-piece molecular cluster, C50H109F9N9O14P3 overall at a distorted geometry (ωB97M-V/def2-TZVPD, the Open Molecules 2025 dataset).

HOMO-LUMO gap in eV: 8.8
SMILES: CN(C)P(=O)(N(C)C)N(C)C.CN(C)P(=O)(N(C)C)N(C)C.CN(C)P(=O)(N(C)C)N(C)C.CCOC(=O)C(F)(F)F.CCOC(=O)C(F)(F)F.CCOC(=O)C(F)(F)F.C1CCOC1.C1CCOC1.C1CCOC1.C1CCOC1.C1CCOC1
HOMO in Eh: -0.31057
LUMO level in eV: 0.338
Calculated total energy in a.u.: -5439.62986

```
194
Properties=species:S:1:pos:R:3:forces:R:3
C -3.5721 -4.5227 -1.5534 -0.1 1.5 1.1
C -2.1295 -4.1479 -1.3039 0.4 0.4 -1.3
O -1.6579 -5.0503 -0.3530 2.5 -1.4 1.0
C -0.2836 -5.1651 -0.3609 -4.9 -1.2 3.1
O 0.4578 -4.6348 -1.0505 3.1 2.2 -3.1
C 0.1008 -6.0490 0.7922 0.2 -0.9 1.2
F -0.4939 -7.2516 0.6323 0.4 0.4 0.3
F 1.4167 -6.1860 0.8337 0.2 -0.4 -0.2
F -0.2530 -5.5433 2.0016 -0.3 -0.2 -0.7
H -4.0119 -4.5174 -0.5211 -0.1 -0.4 -1.0
H -3.6881 -5.4835 -2.0592 0.0 0.3 0.1
H -4.0214 -3.6619 -2.0725 -0.1 -0.6 -0.1
H -1.9395 -3.1595 -0.8758 -0.7 0.3 -0.3
H -1.4421 -4.2351 -2.1651 -0.7 0.2 -0.1
C -5.3881 -0.6230 0.4937 0.0 -1.0 -1.2
C -5.9510 0.5462 -0.2636 0.2 1.3 1.1
O -7.2717 0.8281 0.2622 -0.6 0.8 0.5
C -7.4111 1.8637 1.1216 -3.1 -2.8 -2.7
O -6.5939 2.4959 1.6392 2.5 1.9 1.5
C -8.9616 2.0980 1.3075 1.1 0.4 0.4
F -9.1151 2.5060 2.5679 -0.5 0.2 0.0
F -9.4246 3.0702 0.4770 0.3 -0.8 0.5
F -9.6483 0.9787 1.1431 -0.3 0.2 -0.3
H -4.5716 -1.0861 -0.0858 0.0 0.4 0.3
H -6.1990 -1.3490 0.4225 0.0 -0.4 0.6
H -5.0833 -0.4519 1.5279 -0.2 0.2 -0.2
H -6.1400 0.3894 -1.3262 0.5 -0.1 0.1
H -5.4032 1.4758 -0.0436 0.2 -0.4 -0.7
C -1.3104 -1.3049 1.4225 -0.1 1.0 -0.2
C -0.3890 -0.8854 0.2736 -0.8 -0.4 -0.4
O 0.7527 -0.1524 0.7278 0.0 0.8 0.4
C 1.7477 -0.8888 1.1513 0.7 1.5 -0.1
O 1.8176 -2.0681 1.1931 -0.1 -1.4 0.2
C 2.9655 -0.0432 1.6292 -0.5 0.5 0.7
F 2.8055 1.3011 1.6231 -0.1 -1.1 -0.2
F 3.1469 -0.4081 2.9186 0.5 0.2 -0.5
F 4.0470 -0.3403 0.8981 -0.2 0.0 0.4
H -1.6444 -0.4127 1.9480 0.4 0.2 0.4
H -0.8595 -2.0115 2.1195 0.2 0.1 -0.1
H -2.2676 -1.6942 1.0991 0.0 -0.4 -0.6
H -0.8413 -0.2611 -0.5158 -0.1 -0.2 0.7
H 0.0183 -1.7415 -0.2174 0.0 -0.8 -0.4
O -3.3459 -1.0725 -2.1412 0.5 0.4 -1.2
P -3.5037 -0.3562 -3.4491 -2.0 0.7 0.0
N -2.7281 -0.9878 -4.7609 1.0 -0.7 -1.1
C -2.5688 -0.3956 -6.1069 0.6 1.1 0.6
C -2.1505 -2.3134 -4.6480 0.5 -0.6 0.9
N -3.0549 1.2604 -3.6085 0.5 0.0 0.4
C -3.8248 2.3692 -3.0437 -1.0 -0.8 -0.2
C -1.5986 1.5322 -3.5355 -0.5 0.3 -0.5
N -5.1790 -0.3640 -3.8395 1.0 1.1 0.4
C -5.9850 -1.5065 -3.4191 0.0 -0.3 -1.8
C -5.5244 0.2279 -5.1432 -0.9 0.1 0.9
H -1.5055 -0.2776 -6.4139 -0.4 -0.6 0.3
H -2.9168 0.6331 -6.1275 -0.2 0.1 0.3
H -3.1320 -0.9011 -6.8797 0.0 -0.6 -0.1
H -1.0345 -2.3106 -4.7359 -0.7 0.1 0.3
H -2.5138 -3.0463 -5.3543 -0.3 0.2 -0.8
H -2.4975 -2.7415 -3.6952 0.7 0.2 -0.1
H -4.7796 1.9426 -2.6937 0.1 0.5 -0.3
H -3.3442 2.8118 -2.1740 0.2 0.0 0.1
H -4.0020 3.1507 -3.8015 0.0 -0.2 0.3
H -1.2158 2.1594 -4.3687 -0.6 0.0 0.4
H -1.4347 2.0625 -2.5827 0.5 -0.5 -0.3
H -1.0739 0.5938 -3.6543 0.4 -0.2 0.5
H -7.0540 -1.2600 -3.4919 0.3 0.1 0.1
H -5.8221 -2.3927 -4.1071 -0.1 0.6 0.7
H -5.7405 -1.7673 -2.4158 0.2 -0.3 0.7
H -6.6500 0.3614 -5.1428 1.3 -0.1 -0.4
H -5.1632 -0.3963 -5.9508 -0.4 -0.4 -0.4
H -5.0216 1.1958 -5.2835 -0.4 -0.2 0.3
O 0.0899 3.7541 3.1041 0.4 0.2 -0.7
P -1.3115 3.3248 3.1101 -2.6 0.2 0.1
N -2.0752 3.1098 1.5715 2.0 0.0 2.1
C -1.1958 2.6543 0.5102 -0.8 -0.4 -1.0
C -3.4821 3.1916 1.3081 -0.4 0.4 -0.8
N -2.4290 4.3911 3.8464 0.2 -0.3 -0.8
C -2.5600 4.3107 5.3030 1.4 0.8 0.1
C -2.4831 5.7213 3.1730 1.6 -0.2 1.1
N -1.4338 1.9456 4.0377 -1.3 -0.9 -0.2
C -0.3071 1.5524 4.8270 1.7 -0.9 0.8
C -2.7087 1.1637 4.1953 0.9 0.4 -1.7
H -1.6771 1.8057 -0.0261 0.1 0.3 0.2
H -0.2462 2.2504 0.8719 -0.1 0.4 0.1
H -1.0382 3.4436 -0.2562 0.2 -0.3 0.4
H -4.0684 3.4726 2.1644 0.1 -0.2 0.7
H -3.8669 2.2297 0.9216 0.1 0.5 0.0
H -3.7150 4.0349 0.6158 0.2 -0.7 -0.2
H -1.6100 4.6028 5.8109 -0.5 -0.1 -0.2
H -3.3286 4.9624 5.6605 -0.5 0.7 0.0
H -2.8380 3.3482 5.6979 0.0 -0.6 -0.4
H -2.3877 5.5503 2.1227 0.3 -0.1 -0.7
H -3.4099 6.2438 3.2755 -0.8 0.1 0.6
H -1.6296 6.4096 3.4758 -0.9 -0.8 -0.2
H 0.2430 0.6102 4.5397 -0.7 0.7 -0.5
H 0.4659 2.3477 4.8055 -0.6 -0.5 0.2
H -0.5625 1.2934 5.8691 -0.3 0.6 -0.1
H -2.7639 0.2863 3.5274 0.6 0.0 0.5
H -3.5265 1.7413 3.7620 -0.1 0.4 0.7
H -2.8693 0.8445 5.2225 -0.1 0.3 0.1
O 4.4640 6.3866 -0.3791 -0.1 -0.5 0.0
P 4.1689 5.0595 -0.9830 1.1 1.1 0.1
N 5.4302 3.9346 -0.8521 -1.1 -0.5 0.2
C 6.6952 4.3678 -1.3891 -0.1 -0.2 -0.3
C 5.5910 3.0998 0.3611 -0.7 0.4 -0.3
N 3.8935 5.3211 -2.6173 0.5 1.3 -0.1
C 4.1438 6.6932 -3.2113 -0.3 -0.6 0.8
C 3.9319 4.2803 -3.5940 -0.6 -0.8 -0.9
N 2.8881 4.3182 -0.2750 0.4 -0.1 0.1
C 2.2172 3.1920 -0.8531 -0.4 0.0 -0.9
C 2.3077 4.9731 0.8708 -0.9 1.6 0.0
H 7.2054 5.0382 -0.6975 0.2 0.1 0.0
H 6.4989 4.9042 -2.3222 0.3 -0.1 0.0
H 7.2965 3.4636 -1.5642 0.1 0.4 -0.2
H 6.0745 3.6925 1.1445 0.1 -0.2 0.1
H 6.1814 2.1916 0.1439 -0.2 0.5 0.0
H 4.6011 2.7932 0.7365 0.4 0.1 -0.2
H 5.1456 6.7057 -3.6594 -0.2 0.1 -0.1
H 3.3711 6.9390 -3.9743 0.5 -0.4 0.5
H 4.1158 7.4544 -2.4191 0.0 -0.4 -0.2
H 4.0361 4.7029 -4.5961 0.1 0.1 0.1
H 4.7457 3.5569 -3.4798 0.0 0.0 0.2
H 2.9740 3.7377 -3.6332 0.3 -0.1 0.1
H 1.6382 2.6937 -0.1015 0.0 -0.5 0.6
H 1.4600 3.4469 -1.6237 0.3 0.3 0.0
H 2.9238 2.4950 -1.3176 0.0 0.0 0.2
H 2.0478 4.3412 1.6971 0.1 -0.8 0.3
H 1.3625 5.4886 0.6028 0.2 -0.2 0.0
H 2.9737 5.7669 1.2322 -0.1 -0.4 -0.2
C -3.0402 -3.8490 4.3662 0.5 0.9 0.3
C -3.2391 -4.2226 2.9174 -0.2 0.8 -1.0
C -4.2681 -3.1934 2.4166 0.0 -1.0 0.6
O -4.0471 -2.0352 3.1937 0.4 0.5 0.4
C -3.1552 -2.3181 4.2917 0.2 -0.5 -0.6
H -2.0347 -4.1183 4.7126 -0.3 -0.1 0.1
H -3.7911 -4.1793 5.0663 -0.3 -0.7 0.0
H -3.5158 -5.2386 2.6942 -0.1 -0.4 0.1
H -2.3556 -3.9765 2.3111 0.2 -0.4 0.5
H -5.2952 -3.5492 2.5708 0.0 0.1 -0.1
H -4.0944 -2.9953 1.3644 -0.2 0.2 -0.2
H -3.5557 -1.8269 5.1727 0.0 -0.1 0.2
H -2.1421 -1.9535 4.0922 -0.2 0.5 -0.1
C 1.4345 -1.6090 -2.5299 0.7 0.1 0.4
C 2.1812 -0.2518 -2.2891 -0.6 -0.8 -1.3
C 2.3423 0.2404 -3.7705 0.5 -0.6 0.9
O 2.1522 -0.9196 -4.6453 -0.1 0.7 0.9
C 2.1752 -2.0857 -3.7971 0.6 0.7 0.7
H 0.3528 -1.4890 -2.6870 0.3 0.1 -0.2
H 1.5874 -2.2607 -1.6606 -0.1 -0.1 -0.4
H 3.1344 -0.4740 -1.7914 -0.1 0.1 -0.3
H 1.6366 0.4722 -1.6944 -0.2 0.0 0.1
H 3.3439 0.6303 -3.9131 0.3 0.1 -0.2
H 1.6640 1.0849 -3.9440 -0.3 -0.6 -0.5
H 3.2339 -2.3454 -3.5190 -0.7 0.2 -0.2
H 1.7819 -2.9374 -4.3459 -0.4 0.1 0.0
C 0.4205 -2.7703 6.4160 1.0 0.1 -0.2
C 0.8325 -2.3566 4.9759 -1.0 -1.4 0.6
C 1.7178 -3.5286 4.5230 0.2 1.0 0.7
O 2.1545 -4.2136 5.7068 -0.2 -0.2 0.0
C 1.6687 -3.5812 6.9009 0.2 1.8 -1.5
H -0.4654 -3.4083 6.2853 0.2 0.1 0.6
H 0.2164 -1.8765 7.0217 -0.2 -0.5 0.0
H 1.2644 -1.3833 4.8782 0.6 0.4 0.2
H -0.0898 -2.3470 4.4238 -0.3 0.2 -0.6
H 2.5575 -3.0762 4.0187 0.6 -0.3 -0.3
H 1.2285 -4.2208 3.8470 -0.2 -0.2 0.0
H 2.4663 -2.8687 7.2688 -0.8 -0.6 -0.1
H 1.4763 -4.3316 7.6379 -0.2 -0.5 0.4
C 4.1376 -4.5817 0.5280 1.0 0.0 -0.5
C 5.6079 -4.0626 0.7283 -0.8 1.1 0.7
C 6.1064 -3.9635 -0.7081 0.0 -0.4 0.8
O 4.9509 -3.7278 -1.4978 1.1 0.2 -1.2
C 3.7713 -3.7669 -0.7412 -0.2 -0.4 0.8
H 3.4256 -4.4686 1.3279 0.0 0.6 0.5
H 4.2020 -5.6770 0.4186 -0.1 0.3 -0.7
H 6.2365 -4.7228 1.3251 -0.1 0.1 0.1
H 5.6082 -3.0322 1.1945 -0.1 -1.1 -0.3
H 6.5876 -4.9069 -0.9484 -0.2 -0.4 -0.5
H 6.9101 -3.2328 -0.8457 -0.5 0.4 -0.1
H 2.9808 -4.1696 -1.3936 0.2 0.0 0.5
H 3.5057 -2.7336 -0.4322 -0.1 -0.5 -0.1
C 5.9386 0.2912 -1.9320 0.0 0.1 -0.9
C 7.3014 0.1000 -1.2987 1.4 -0.3 0.6
C 8.1686 -0.6717 -2.3605 -0.7 0.0 0.5
O 7.3918 -0.6574 -3.5419 -0.5 -0.1 -0.3
C 6.0275 -0.7195 -3.1398 -0.3 0.8 1.0
H 5.8800 1.3253 -2.3102 -0.1 -0.3 -0.2
H 5.0721 0.1895 -1.2599 0.5 -0.4 -0.2
H 7.2870 -0.5032 -0.4049 -0.4 -0.3 0.4
H 7.8121 1.0251 -0.9679 -0.4 -0.3 -0.5
H 8.3811 -1.7337 -2.0785 -0.2 0.7 0.1
H 9.1008 -0.1532 -2.5444 0.2 -0.1 -0.2
H 5.7061 -1.7215 -2.8442 0.3 -0.2 0.2
H 5.3667 -0.4308 -3.9428 0.1 0.2 -0.5
```
Forces are in eV/Å.